Computed, not measured: a structure of composition C4H6O2 at a distorted geometry, with the ωB97M-V functional and the def2-TZVPD basis.

Computed properties:
orbital gap	10.62	eV
HOMO	-9.67	eV
strongest force on any atom	3.264	eV/Å

The geometry in XYZ format:
```
12
Properties=species:S:1:pos:R:3:forces:R:3
O -0.777046 0.919568 -1.541487 1.7 0.1 2.1
C -0.065688 1.088020 -0.219198 -1.5 0.0 -2.0
C -0.333475 0.120545 0.887648 0.2 0.1 0.3
C -0.336085 -1.239292 0.230952 -2.6 -0.1 -2.0
O 0.951851 -1.046841 -0.356676 0.5 -0.1 -0.3
C 1.048009 0.221900 0.258397 0.1 0.4 -0.4
H -0.269409 0.265564 -2.048805 0.0 0.2 0.2
H -0.048312 2.138169 0.034325 0.1 0.0 0.1
H -0.685599 0.374658 1.881568 0.0 0.0 -0.2
H -0.324514 -2.094632 0.888077 -0.2 -0.2 0.1
H -1.181552 -1.285733 -0.627414 1.8 -0.4 2.1
H 2.021220 0.543577 0.609443 -0.1 0.1 0.0
```
Forces are in eV/Å.

Here are the Löwdin charges for atoms 1 to 4, given in e:
1 O -0.051
2 C -0.198
3 C -0.117
4 C -0.151


Computed, not measured: an isolated molecule of C4H6O2, with the ωB97M-V functional and the def2-TZVPD basis.

Computed properties:
orbital gap	10.94	eV
HOMO	-10.22	eV
structure (SMILES)	C#C[C@H](O)CO
strongest force on any atom	0.902	eV/Å

The geometry in XYZ format:
```
12
Properties=species:S:1:pos:R:3:forces:R:3
C 0.500506 2.273705 -0.353912 -0.4 -0.7 0.2
C 0.216543 1.161274 -0.718941 0.0 0.3 0.4
C -0.479138 -0.115659 -0.449188 -0.3 -0.3 0.3
O -1.045917 0.075588 0.860038 -0.5 0.0 -0.1
C 0.359450 -1.367954 -0.250932 -0.1 -0.2 -0.4
O 1.407218 -1.143361 0.651590 0.0 0.1 0.3
H 0.514426 3.096113 0.319777 0.5 0.6 -0.5
H -1.303896 -0.315585 -1.143494 0.3 0.0 -0.2
H -1.644309 0.826479 0.773093 0.1 0.0 0.3
H -0.336098 -2.141697 0.121540 0.2 0.2 -0.1
H 0.784622 -1.715224 -1.192491 0.1 0.1 0.0
H 1.026592 -0.633679 1.382919 0.2 -0.2 -0.1
```
Forces are in eV/Å.

Here are the Löwdin charges for atoms 1 to 4, given in e:
1 C 0.117
2 C -0.052
3 C -0.371
4 O -0.048


Computed, not measured: a structure of composition C4H6O2, with the ωB97M-V functional and the def2-TZVPD basis.

Computed properties:
orbital gap	9.07	eV
HOMO	-8.29	eV
strongest force on any atom	0.887	eV/Å

The geometry in XYZ format:
```
12
Properties=species:S:1:pos:R:3:forces:R:3
O 0.691899 -0.405591 1.280960 0.3 0.2 0.2
C 0.476438 -0.583182 -0.482624 0.0 0.0 -0.3
C -0.984694 -0.709951 -0.091102 -0.1 0.1 0.0
C -0.622866 0.465175 0.788268 -0.7 0.3 0.5
O -1.120994 1.285793 1.490130 0.3 -0.5 -0.4
C 0.580193 0.782793 -0.853213 0.2 -0.1 -0.2
H 1.412757 0.236254 1.391712 -0.1 -0.2 0.0
H 1.163664 -1.411793 -0.653420 -0.1 0.2 0.0
H -1.247626 -1.603401 0.478854 0.0 0.2 0.0
H -1.702836 -0.495528 -0.883350 0.1 0.0 0.1
H -0.206261 1.198254 -1.477262 0.0 -0.1 0.1
H 1.560326 1.241178 -0.988952 -0.1 -0.1 0.1
```
Forces are in eV/Å.

Here are the Löwdin charges for atoms 1 to 4, given in e:
1 O -0.031
2 C -0.193
3 C -0.058
4 C -0.445


Computed, not measured: an isolated molecule of C4H6O2, with the ωB97M-V functional and the def2-TZVPD basis.

Computed properties:
orbital gap	11.14	eV
HOMO	-10.29	eV
structure (SMILES)	O=C1CCCO1
strongest force on any atom	0.689	eV/Å

The geometry in XYZ format:
```
12
Properties=species:S:1:pos:R:3:forces:R:3
O 2.349483 1.147150 -0.369119 -0.6 -0.3 0.1
C 1.241983 0.711890 -0.200836 0.5 0.1 -0.1
C 0.766445 -0.727221 -0.338996 0.1 0.0 0.0
C -0.639529 -0.721958 0.259254 -0.1 0.0 0.0
C -1.019748 0.769588 0.240623 -0.3 -0.1 0.0
O 0.201837 1.505392 0.146354 0.2 0.0 0.0
H 0.777423 -0.987531 -1.403715 0.0 0.1 0.2
H 1.472361 -1.393373 0.163306 -0.1 0.1 -0.1
H -1.350435 -1.324269 -0.312472 0.1 0.1 0.1
H -0.628299 -1.102704 1.284655 0.0 0.1 -0.1
H -1.526316 1.095610 1.152454 0.0 -0.1 -0.2
H -1.645207 1.027424 -0.621511 0.1 0.0 0.1
```
Forces are in eV/Å.

Here are the Löwdin charges for atoms 1 to 4, given in e:
1 O 0.116
2 C -0.480
3 C -0.078
4 C -0.149


Computed, not measured: a structure of composition C4H6O2, with the ωB97M-V functional and the def2-TZVPD basis.

Computed properties:
orbital gap	10.11	eV
HOMO	-9.37	eV
strongest force on any atom	0.605	eV/Å

The geometry in XYZ format:
```
12
Properties=species:S:1:pos:R:3:forces:R:3
O -2.275519 -0.204491 0.794110 0.5 -0.1 -0.3
C -1.381593 -0.639748 0.137672 -0.5 -0.2 0.3
O -0.990762 0.132808 -1.395232 0.0 0.2 -0.2
C -0.165115 0.739629 -0.595784 0.1 0.2 0.0
C 1.249300 0.428774 -0.414045 0.0 0.1 -0.1
C 0.457690 -0.334916 0.674909 0.2 -0.2 0.3
H -1.217949 -1.619510 -0.304069 0.0 0.1 0.1
H -0.526378 1.597303 -0.012172 0.0 -0.1 -0.1
H 1.703152 -0.209354 -1.170005 -0.1 0.1 0.1
H 1.893132 1.232328 -0.059147 -0.2 -0.2 0.0
H 0.691002 -1.393783 0.665004 0.0 0.1 0.1
H 0.451379 0.112082 1.665643 0.0 -0.1 -0.2
```
Forces are in eV/Å.

Here are the Löwdin charges for atoms 1 to 4, given in e:
1 O 0.064
2 C -0.309
3 O -0.041
4 C -0.344


Computed, not measured: a structure of composition C4H6O2 at a distorted geometry, with the ωB97M-V functional and the def2-TZVPD basis.

Computed properties:
orbital gap	9.83	eV
HOMO	-9.55	eV
strongest force on any atom	1.989	eV/Å

The geometry in XYZ format:
```
12
Properties=species:S:1:pos:R:3:forces:R:3
C 0.053206 0.542845 -1.455879 1.2 -1.0 0.3
C 0.364403 -0.035692 0.435016 -1.3 0.2 -1.5
C 0.249316 -1.473531 0.718986 -0.4 -0.1 -0.1
O 1.235737 -0.711503 1.384397 0.3 0.8 -1.2
C -0.486204 1.032609 0.952579 -0.7 0.6 -0.2
O -1.044165 1.703588 0.113381 -0.7 0.9 1.5
H 0.849595 1.251813 -1.653752 0.2 -0.3 -0.1
H 0.176656 -0.449651 -1.835990 0.7 -0.3 -0.7
H -0.882740 0.969159 -1.905134 0.7 -0.6 1.4
H -0.576843 -1.884891 1.295635 0.2 0.1 0.2
H 0.669489 -2.144501 -0.036846 -0.3 0.1 0.1
H -0.610628 1.290200 2.008048 0.2 -0.4 0.3
```
Forces are in eV/Å.

Here are the Löwdin charges for atoms 1 to 4, given in e:
1 C 0.063
2 C -0.236
3 C -0.123
4 O -0.012


Computed, not measured: an isolated molecule of C4H6O2, with the ωB97M-V functional and the def2-TZVPD basis.

Computed properties:
orbital gap	9.13	eV
HOMO	-9.05	eV
strongest force on any atom	0.731	eV/Å

The geometry in XYZ format:
```
12
Properties=species:S:1:pos:R:3:forces:R:3
O -1.167360 0.272929 2.134490 0.5 -0.1 -0.5
C -0.450239 0.044402 1.213583 -0.5 0.1 0.3
C -0.786841 0.103612 -0.258815 0.0 0.0 0.0
C 0.295947 0.753371 -1.128858 0.0 0.0 0.0
C 1.490071 -1.392877 1.054596 -0.4 0.2 0.0
O 0.915947 -0.298259 1.497928 0.2 -0.2 0.0
H -0.969723 -0.928025 -0.586504 0.1 0.1 0.1
H -1.743181 0.629622 -0.331601 0.2 -0.1 0.0
H 0.111065 0.545391 -2.186980 0.0 0.1 0.2
H 0.311373 1.838045 -0.987210 0.0 -0.2 0.0
H 1.289107 0.374513 -0.878565 -0.1 0.0 -0.1
H 0.703833 -1.942723 0.457937 0.2 0.1 0.1
```
Forces are in eV/Å.

Here are the Löwdin charges for atoms 1 to 4, given in e:
1 O 0.171
2 C -0.424
3 C -0.155
4 C -0.077


Computed, not measured: an isolated molecule of C4H6O2, with the ωB97M-V functional and the def2-TZVPD basis.

Computed properties:
orbital gap (alpha / beta)	6.83 / 7.67	eV
HOMO (alpha / beta)	-8.74 / -8.97	eV
strongest force on any atom	0.744	eV/Å

The geometry in XYZ format:
```
12
Properties=species:S:1:pos:R:3:forces:R:3
C 1.156831 0.086010 -0.628856 0.1 0.1 -0.3
C -0.159767 0.552537 0.295108 0.1 -0.6 0.0
O -0.291828 1.800142 0.468800 0.0 0.1 0.1
C -0.013204 -0.439525 1.308110 0.0 0.0 0.3
C -1.405482 -0.052647 -0.582457 -0.1 -0.4 -0.6
O -1.386991 -1.008723 -1.297651 0.0 0.6 0.5
H 0.823752 -0.654580 -1.357087 0.0 0.1 0.2
H 2.006694 -0.296718 -0.062502 -0.2 0.1 0.0
H 1.414378 1.043559 -1.079427 0.0 -0.1 0.0
H -0.000872 -1.492082 1.036252 0.0 0.2 0.0
H 0.116523 -0.170711 2.357517 0.0 0.0 -0.2
H -2.260030 0.632737 -0.457803 0.1 -0.1 0.0
```
Forces are in eV/Å.

Here are the Löwdin charges for atoms 1 to 4, given in e:
1 C 0.060
2 C -0.749
3 O -0.062
4 C 0.213


> Which value of strongest force on any atom does entry 6 give?

1.989 eV/Å


> Which formula does entry 4 have?

C4H6O2


> What is the strongest force on any atom in the first record?

3.264 eV/Å